ORCA calculation (the ωB97M-V functional and the def2-TZVPD basis) on a gas-phase ion, CH3ClO2PS (charge -1).

Last column: natural (NBO) charge in e.
Geometry (Å):
C (-1.436, 0.380, -0.180)  -0.740
O (1.254, -1.025, 1.498)  -1.148
O (0.971, -1.090, -1.111)  -1.143
P (1.280, -0.373, 0.152)  1.971
S (-0.007, 1.356, 0.231)  -0.181
Cl (3.188, 0.341, 0.114)  -0.395
H (-2.271, 0.917, 0.036)  0.199
H (-1.635, -0.534, 0.387)  0.216
H (-1.345, 0.029, -1.127)  0.222

Properties
F_max	3.22	eV/Å
calculated total energy	-1390.29162	Ha
Kohn-Sham gap	8.17	eV
total charge	-1
HOMO energy	-4.7	eV
energy above the lowest of the compared OMol25 structures with the same formula, charge and spin	3.7	kcal/mol

=====

ORCA calculation (the ωB97M-V functional and the def2-TZVPD basis) on a molecular structure, C3LiO6Tm.

Last column: Mulliken spin population.
Geometry (Å):
O (-0.846, -0.413, -1.808)  0.151
C (-0.571, 0.815, -1.799)  0.650
O (-0.759, 1.196, -0.444)  0.112
C (-1.221, 2.546, 0.056)  -0.013
O (-1.597, 3.326, -0.802)  0.002
O (-1.181, 2.568, 1.282)  0.041
Tm (-0.670, -0.995, 0.281)  1.066
C (2.463, -2.235, 0.174)  0.774
O (3.469, -2.745, 0.626)  0.132
O (1.417, -1.947, 0.840)  0.059
Li (2.669, -2.323, 2.501)  0.026

Properties
F_max	5.99	eV/Å
calculated total energy	-1658.16787	Ha
Kohn-Sham gap (alpha / beta)	7.44 / 5.53	eV
total charge	+1
HOMO energy (alpha / beta)	-12.7 / -12.6	eV
2S+1	4

=====

ORCA calculation (the ωB97M-V functional and the def2-TZVPD basis) on a molecular structure, C55H49AsBrF4IrN2O3P2.

Last column: Mulliken spin population.
Geometry (Å):
Ir (0.796, 1.055, -0.420)  0.023
C (0.827, -0.161, 4.148)  0.000
C (0.304, 0.668, 3.016)  0.000
O (0.874, 0.686, 1.924)  -0.008
N (-0.814, 1.383, 3.210)  0.000
C (-1.191, 2.386, 2.231)  -0.014
C (-2.089, 1.888, 1.122)  0.003
C (-3.464, 1.989, 1.264)  -0.001
C (-4.297, 1.594, 0.233)  0.000
C (-3.721, 1.114, -0.928)  0.000
C (-2.343, 1.039, -0.998)  0.002
N (-1.529, 1.408, 0.000)  0.002
H (1.913, -0.178, 4.081)  0.000
H (0.469, -1.189, 4.045)  0.000
H (0.526, 0.229, 5.120)  0.000
H (-1.303, 1.330, 4.087)  0.000
H (-0.269, 2.748, 1.786)  0.022
H (-1.678, 3.207, 2.752)  0.001
H (-3.877, 2.392, 2.180)  0.000
H (-5.372, 1.684, 0.326)  0.000
H (-4.322, 0.813, -1.775)  0.000
H (-1.859, 0.694, -1.898)  0.000
F (4.373, 6.655, 3.156)  0.009
C (3.634, 5.935, 2.326)  0.052
C (2.892, 6.573, 1.340)  -0.035
F (2.940, 7.897, 1.234)  -0.002
C (2.098, 5.836, 0.484)  0.082
F (1.396, 6.511, -0.431)  0.011
C (2.015, 4.442, 0.584)  -0.016
P (0.928, 3.485, -0.532)  0.058
C (-0.669, 4.351, -0.332)  0.002
C (-0.962, 5.141, 0.775)  -0.003
C (-2.198, 5.763, 0.889)  0.001
C (-3.160, 5.587, -0.093)  0.000
C (-2.883, 4.788, -1.195)  0.001
C (-1.649, 4.169, -1.311)  -0.003
C (1.558, 4.054, -2.150)  0.009
C (0.933, 5.013, -2.944)  -0.001
C (1.504, 5.392, -4.150)  0.000
C (2.702, 4.827, -4.567)  0.001
C (3.342, 3.892, -3.766)  -0.002
C (2.770, 3.504, -2.564)  -0.002
C (2.776, 3.863, 1.566)  0.608
Br (3.754, 1.393, 1.361)  0.169
C (3.582, 4.557, 2.423)  0.020
F (4.310, 3.947, 3.368)  0.006
H (-0.223, 5.283, 1.554)  -0.003
H (-2.399, 6.401, 1.741)  0.000
H (-4.123, 6.074, -0.001)  0.000
H (-3.628, 4.649, -1.968)  0.000
H (-1.435, 3.537, -2.163)  0.000
H (0.016, 5.484, -2.619)  0.001
H (1.013, 6.138, -4.762)  0.000
H (3.144, 5.128, -5.508)  0.000
H (4.285, 3.462, -4.076)  0.000
H (3.266, 2.766, -1.946)  -0.002
C (2.789, 0.623, -0.135)  0.010
H (3.393, 0.881, -1.000)  -0.004
H (2.868, -0.445, 0.044)  0.002
C (1.315, -2.515, 0.072)  0.000
C (0.927, -3.954, -0.247)  0.000
As (1.872, -5.257, 0.905)  0.000
C (0.556, -6.692, 0.769)  0.000
C (-0.243, -6.872, -0.355)  0.000
C (-1.166, -7.911, -0.405)  0.000
C (-1.287, -8.785, 0.664)  0.000
C (-0.475, -8.628, 1.780)  0.000
C (0.446, -7.592, 1.828)  0.000
C (1.251, -4.546, 2.620)  0.000
C (2.198, -4.178, 3.572)  0.000
C (1.802, -3.699, 4.817)  0.000
C (0.452, -3.587, 5.116)  0.000
C (-0.501, -3.943, 4.166)  0.000
C (-0.103, -4.418, 2.925)  0.000
P (0.202, -1.271, -0.701)  0.002
C (0.156, -1.747, -2.455)  0.000
C (-0.971, -1.590, -3.260)  -0.001
C (-0.915, -1.878, -4.618)  0.000
C (0.276, -2.294, -5.192)  0.000
C (1.412, -2.420, -4.405)  0.000
C (1.353, -2.144, -3.050)  0.001
C (-1.382, -1.817, 0.044)  0.000
C (-1.571, -1.501, 1.386)  -0.001
C (-2.708, -1.909, 2.065)  0.001
C (-3.667, -2.672, 1.416)  0.000
C (-3.477, -3.020, 0.087)  0.000
C (-2.346, -2.596, -0.597)  0.000
H (2.339, -2.307, -0.244)  -0.004
H (1.255, -2.323, 1.147)  0.001
H (1.155, -4.188, -1.287)  0.000
H (-0.141, -4.114, -0.098)  0.000
H (-0.154, -6.206, -1.205)  0.000
H (-1.787, -8.038, -1.282)  0.000
H (-2.005, -9.595, 0.624)  0.000
H (-0.557, -9.314, 2.612)  0.000
H (1.079, -7.479, 2.701)  0.000
H (3.252, -4.281, 3.345)  0.000
H (2.547, -3.431, 5.555)  0.000
H (0.140, -3.233, 6.091)  0.000
H (-1.556, -3.869, 4.401)  0.000
H (-0.854, -4.712, 2.199)  0.000
H (-1.905, -1.243, -2.840)  0.000
H (-1.806, -1.776, -5.225)  0.000
H (0.321, -2.515, -6.250)  0.000
H (2.349, -2.729, -4.849)  0.000
H (2.255, -2.235, -2.457)  0.000
H (-0.807, -0.944, 1.898)  0.000
H (-2.835, -1.641, 3.108)  0.000
H (-4.549, -3.010, 1.945)  0.000
H (-4.203, -3.642, -0.421)  0.000
H (-2.210, -2.908, -1.621)  0.000
C (-0.007, 1.818, -4.394)  0.000
O (-0.120, 1.674, -2.964)  -0.002
C (0.950, 1.086, -2.361)  0.004
O (1.880, 0.678, -3.007)  0.000
H (-0.889, 2.372, -4.706)  0.000
H (0.022, 0.836, -4.865)  0.000
H (0.900, 2.366, -4.639)  0.000

Properties
F_max	3.36	eV/Å
calculated total energy	-8456.58942	Ha
Kohn-Sham gap (alpha / beta)	8.02 / 7.47	eV
total charge	+1
HOMO energy (alpha / beta)	-10.3 / -10.4	eV
2S+1	2
energy above the lowest of the compared OMol25 structures with the same formula, charge and spin	25.1	kcal/mol

=====

ORCA calculation (the ωB97M-V functional and the def2-TZVPD basis) on C2H3F3 in the gas phase.

Last column: natural (NBO) charge in e.
Geometry (Å):
C (0.537, -0.349, 0.446)  -0.003
C (-0.474, 0.376, -0.413)  0.536
H (0.666, -1.333, 0.050)  0.179
H (1.482, 0.166, 0.408)  0.175
H (-0.731, 1.363, -0.039)  0.134
F (0.055, -0.394, 1.729)  -0.345
F (0.069, 0.530, -1.655)  -0.344
F (-1.604, -0.360, -0.526)  -0.333

Properties
F_max	0.86	eV/Å
calculated total energy	-377.59703	Ha
Kohn-Sham gap	13.34	eV
HOMO energy	-12.2	eV
energy above the lowest of the compared OMol25 structures with the same formula, charge and spin	18.2	kcal/mol

=====

ORCA calculation (the ωB97M-V functional and the def2-TZVPD basis) on a molecular structure, C10H23Br4InNO.

Last column: Löwdin charge in e.
Geometry (Å):
C (6.000, -1.984, 0.445)  -0.085
C (5.839, -0.552, -0.025)  -0.332
O (5.452, 0.230, 1.082)  -0.219
C (5.023, 1.560, 0.750)  -0.331
C (3.516, 1.749, 0.789)  -0.293
In (2.301, -0.074, 0.398)  0.478
C (0.128, 0.529, 0.712)  -0.309
C (-0.514, -0.225, 1.785)  -0.462
N (-0.349, -0.034, 3.042)  0.036
H (6.943, -2.135, 0.975)  0.066
H (5.968, -2.679, -0.397)  0.070
H (5.175, -2.217, 1.117)  0.055
H (6.785, -0.161, -0.438)  0.112
H (5.090, -0.490, -0.825)  0.083
H (5.409, 1.804, -0.250)  0.101
H (5.561, 2.211, 1.449)  0.102
H (3.236, 2.461, 0.004)  0.020
H (3.188, 2.184, 1.736)  0.023
H (2.652, -1.454, 1.413)  -0.103
H (2.444, -0.481, -1.338)  -0.120
H (-0.345, 0.334, -0.252)  0.011
H (0.116, 1.603, 0.920)  0.037
H (-1.221, -0.993, 1.432)  0.064
H (-0.915, -0.698, 3.568)  0.018
Br (-4.957, 1.150, 3.116)  0.591
C (-3.689, 1.156, 1.638)  -0.679
C (-4.206, 0.375, 0.459)  -0.716
Br (-4.160, -1.554, 0.730)  0.601
H (-2.756, 0.768, 2.034)  0.016
H (-3.559, 2.198, 1.357)  0.065
H (-3.589, 0.566, -0.415)  0.028
H (-5.241, 0.618, 0.239)  0.029
Br (-7.438, -1.282, -2.167)  0.602
C (-6.257, -1.120, -3.698)  -0.701
C (-4.927, -0.515, -3.331)  -0.683
Br (-5.073, 1.381, -2.936)  0.631
H (-6.783, -0.517, -4.432)  0.046
H (-6.112, -2.127, -4.083)  0.058
H (-4.228, -0.603, -4.159)  0.062
H (-4.507, -0.980, -2.442)  0.028

Properties
F_max	0.35	eV/Å
calculated total energy	-11010.94952	Ha
Kohn-Sham gap	6.72	eV
total charge	-1
HOMO energy	-4.7	eV

=====

ORCA calculation (the ωB97M-V functional and the def2-TZVPD basis) on a molecular structure, C21H28EuN9O6S.

Last column: Mulliken spin population.
Geometry (Å):
Eu (-0.697, 0.336, -0.274)  6.029
C (-2.557, 4.291, -2.194)  0.000
C (-2.097, 3.274, -1.190)  0.000
N (-1.046, 2.524, -1.367)  -0.005
N (-0.382, 2.632, -2.522)  0.002
C (0.814, 2.097, -2.608)  0.001
N (1.362, 2.051, -3.847)  0.000
S (1.806, 1.698, -1.269)  -0.007
C (-2.811, 3.121, 0.063)  0.001
C (-3.965, 3.873, 0.343)  0.000
C (-4.607, 3.722, 1.553)  0.000
C (-4.067, 2.848, 2.486)  0.000
C (-2.920, 2.155, 2.138)  0.000
N (-2.304, 2.255, 0.968)  0.001
H (-2.510, 5.292, -1.767)  0.000
H (-3.579, 4.085, -2.508)  0.000
H (-1.905, 4.250, -3.063)  0.000
H (0.706, 2.130, -4.609)  0.000
H (2.110, 1.395, -3.994)  0.000
H (-4.357, 4.565, -0.383)  0.000
H (-5.510, 4.272, 1.767)  0.000
H (-4.521, 2.702, 3.454)  0.000
H (-2.463, 1.489, 2.858)  0.000
O (1.801, -0.605, 3.262)  0.000
C (0.797, -0.294, 2.593)  0.003
O (0.806, 0.391, 1.541)  0.001
C (-0.561, -0.811, 3.035)  -0.002
C (-0.762, -1.412, 4.270)  -0.001
C (-2.021, -1.904, 4.567)  0.000
C (-3.023, -1.778, 3.617)  0.000
C (-2.732, -1.139, 2.420)  0.000
N (-1.531, -0.661, 2.131)  -0.002
H (0.066, -1.486, 4.958)  0.000
H (-2.210, -2.392, 5.512)  0.000
H (-4.010, -2.178, 3.795)  0.000
H (-3.497, -0.996, 1.667)  0.000
N (1.073, -1.642, -0.674)  -0.001
C (1.685, -1.492, -1.999)  -0.001
C (2.333, -2.761, -2.557)  -0.001
C (3.843, -2.882, -2.327)  0.000
C (4.293, -2.828, -0.865)  0.000
N (4.221, -1.476, -0.339)  0.000
C (3.795, -1.123, 0.876)  0.000
N (3.528, 0.147, 1.150)  0.000
N (3.732, -2.002, 1.880)  0.000
C (0.578, -0.930, -2.990)  0.000
O (0.784, -1.059, -4.187)  0.000
O (-0.387, -0.347, -2.423)  -0.009
H (1.695, -2.133, -0.033)  0.002
H (0.241, -2.230, -0.788)  0.000
H (2.429, -0.686, -1.959)  0.000
H (2.162, -2.737, -3.638)  0.000
H (1.819, -3.640, -2.156)  0.000
H (4.355, -2.090, -2.878)  0.000
H (4.178, -3.836, -2.739)  0.000
H (5.327, -3.187, -0.791)  0.000
H (3.661, -3.489, -0.264)  0.000
H (4.285, -0.732, -1.020)  0.000
H (3.235, 0.769, 0.403)  0.000
H (3.032, 0.299, 2.035)  0.000
H (4.027, -2.958, 1.778)  0.000
H (3.203, -1.702, 2.700)  0.000
O (-1.738, -1.870, -0.389)  -0.004
C (-2.689, -1.260, -0.914)  -0.002
O (-2.906, -0.043, -0.793)  -0.005
H (-3.414, -1.871, -1.502)  0.000

Properties
F_max	2.56	eV/Å
calculated total energy	-2870.05114	Ha
Kohn-Sham gap (alpha / beta)	7.26 / 7.28	eV
HOMO energy (alpha / beta)	-7.2 / -7.2	eV
2S+1	7
energy above the lowest of the compared OMol25 structures with the same formula, charge and spin	0.5	kcal/mol

=====

ORCA calculation (the ωB97M-V functional and the def2-TZVPD basis) on 7 unconnected molecules or ions with the total composition C5H26N2O6.

Last column: natural (NBO) charge in e.
Geometry (Å):
C (-0.026, 2.200, 1.878)  -0.627
C (0.317, 1.156, 2.981)  -0.404
C (-1.067, 0.579, 3.431)  -0.411
C (-2.088, 0.201, 2.304)  -0.227
N (-1.649, -0.750, 1.249)  -0.645
C (-2.026, -0.211, -0.089)  -0.042
N (-0.896, 0.485, -0.668)  -0.891
H (-1.051, 2.496, 1.973)  0.191
H (0.174, 1.870, 0.882)  0.243
H (0.682, 3.027, 2.151)  0.195
H (0.777, 1.729, 3.778)  0.196
H (1.105, 0.451, 2.736)  0.200
H (-0.918, -0.190, 4.177)  0.202
H (-1.430, 1.430, 4.003)  0.205
H (-2.505, 1.150, 1.953)  0.174
H (-2.925, -0.261, 2.854)  0.189
H (-0.636, -0.811, 1.311)  0.355
H (-2.380, -1.015, -0.737)  0.145
H (-2.770, 0.589, 0.127)  0.181
H (-0.121, -0.091, -0.920)  0.353
H (-1.199, 1.156, -1.373)  0.401
H (2.200, 1.934, -3.291)  0.469
H (2.153, 0.393, -3.169)  0.490
O (2.744, 1.144, -3.315)  -0.966
H (0.988, -2.127, -2.598)  0.482
H (1.832, -1.846, -3.731)  0.478
O (1.161, -1.385, -3.205)  -0.973
H (2.935, -2.659, -0.120)  0.481
H (2.177, -3.547, -1.190)  0.480
O (3.035, -3.242, -0.878)  -0.971
H (-3.281, 1.243, -2.888)  0.488
H (-2.450, 2.614, -2.834)  0.485
O (-2.411, 1.656, -2.807)  -0.958
H (3.436, 0.366, 0.370)  0.477
H (2.894, -0.255, -0.859)  0.485
O (2.798, -0.308, 0.109)  -0.960
H (0.516, -2.657, -0.655)  0.485
H (-0.494, -3.118, -1.620)  0.494
O (0.400, -3.397, -1.320)  -0.948

Properties
F_max	3.06	eV/Å
calculated total energy	-766.98687	Ha
Kohn-Sham gap	9.01	eV
HOMO energy	-8.8	eV
energy above the lowest of the compared OMol25 structures with the same formula, charge and spin	51.6	kcal/mol

=====

ORCA calculation (the ωB97M-V functional and the def2-TZVPD basis) on a gas-phase ion, C6H12BrIN3O (charge +1).

Last column: natural (NBO) charge in e.
Geometry (Å):
C (-1.557, -2.376, -1.293)  -0.630
C (-0.709, -1.013, -1.764)  -0.462
C (-1.388, 0.358, -1.173)  -0.309
Br (-1.600, 1.743, -2.609)  0.061
C (-0.618, 0.943, 0.192)  0.304
I (-2.072, 2.399, 1.056)  0.157
N (0.611, 1.760, -0.139)  -0.632
C (1.708, 1.181, 0.763)  0.731
N (2.879, 0.651, 0.243)  -0.746
N (1.378, 1.200, 2.267)  -0.580
C (0.194, 0.267, 2.398)  0.047
O (-0.393, -0.176, 1.122)  -0.539
H (-2.677, -2.082, -1.121)  0.222
H (-1.561, -3.209, -2.142)  0.240
H (-1.080, -2.895, -0.347)  0.225
H (-0.804, -1.005, -2.954)  0.253
H (0.438, -1.133, -1.533)  0.208
H (-2.488, 0.086, -0.800)  0.273
H (0.944, 1.623, -1.119)  0.406
H (3.530, 0.126, 0.890)  0.456
H (3.051, 0.760, -0.796)  0.456
H (2.214, 0.787, 2.750)  0.398
H (-0.604, 0.717, 3.161)  0.242
H (0.606, -0.711, 2.946)  0.219

Properties
F_max	5.89	eV/Å
calculated total energy	-3346.65473	Ha
Kohn-Sham gap	8.11	eV
total charge	+1
HOMO energy	-12.7	eV